Record 1
ORCA calculation (ωB97M-V with the def2-TZVPD basis set) on a 2-piece molecular cluster, C4H10 overall.

Summary:
HOMO   -0.37656 Eh
2S+1   1
Energy   -4309.0829 eV
Energy above the lowest of the compared OMol25 structures with the same formula, charge and spin   1.279 eV
Structure (SMILES)   C=C.CC
Orbital gap   11.362 eV

Geometry (Å):
C1 -3.303059 -0.529440 2.216425
C2 -2.991182 -0.915317 0.995293
H1 -2.925177 0.403654 2.611321
H2 -3.979956 -1.162815 2.776473
H3 -2.336481 -0.386033 0.306641
H4 -3.367689 -1.855396 0.611467
C3 1.778043 0.550850 -0.690409
C4 2.911056 0.550381 -1.697677
H5 1.215323 -0.388187 -0.673776
H6 1.039301 1.325661 -0.889637
H7 2.203380 0.743924 0.298146
H8 2.637450 0.517953 -2.753395
H9 3.529317 1.438206 -1.548461
H10 3.589676 -0.293436 -1.562417

Atomic forces in eV per Å
-0.1 0.0 -0.3
0.3 -0.4 -0.6
-0.1 -0.1 0.3
0.1 0.3 0.4
-0.1 0.2 0.3
-0.1 0.0 0.0
-0.2 -0.1 0.0
0.6 0.0 -0.2
0.2 0.0 0.1
0.1 0.2 -0.1
-0.3 -0.2 0.0
-0.4 0.1 0.1
0.0 0.1 -0.1
-0.1 -0.1 0.2

Record 2
ORCA calculation (ωB97M-V with the def2-TZVPD basis set) on C4H10AlO2Tl as an isolated structure at a distorted geometry.

Summary:
HOMO   -0.67407 Eh
Charge   +2
2S+1   1
Energy   -19663.0165 eV
Orbital gap   3.335 eV

Geometry (Å):
C1 -0.908633 0.503688 -2.474604
C2 -1.812492 0.395465 -1.106592
O1 -2.746748 1.296763 -0.777976
O2 -1.580687 -0.779176 -0.208058
C3 -0.753436 -0.231666 0.878767
C4 0.636086 -1.156349 0.984555
Al1 2.191339 0.238836 0.869576
H1 -1.433818 -0.078267 -3.348571
H2 -0.779210 1.627858 -2.798991
H3 0.145673 0.022700 -2.283700
H4 -1.346583 -0.194188 1.891284
H5 -0.456455 0.888132 0.620702
H6 0.666057 -1.664257 2.059206
H7 0.712195 -1.956502 0.122483
H8 3.622494 -0.448235 0.774891
H9 1.855702 1.097340 -0.454688
H10 2.027567 1.172000 2.155365
Tl1 -0.039051 -0.734140 3.096350

Atomic forces in eV per Å
0.0 -0.4 0.6
-5.0 5.7 -0.9
6.6 -6.7 -1.5
2.0 3.2 1.6
0.6 0.0 -4.6
-0.1 -0.2 -3.1
-1.7 0.4 -0.2
0.8 1.0 1.9
-0.5 -2.2 1.0
-2.0 0.9 -0.3
-0.9 0.5 -1.4
-0.8 -1.9 0.8
1.9 -3.8 -4.6
-0.3 1.2 2.0
0.8 -0.4 0.0
0.0 -0.3 -0.7
-0.1 -0.3 1.0
-1.1 3.2 8.6

Record 3
ORCA calculation (ωB97M-V with the def2-TZVPD basis set) on C4H10B3FeIO3 as an isolated structure at a distorted geometry.

Summary:
HOMO (alpha / beta)   -0.64612 / -0.64606 Eh
Charge   +2
2S+1   5
Energy   -54955.7897 eV
Orbital gap (alpha / beta)   6.562 / 5.802 eV

Geometry (Å):
C1 -1.238852 -0.033034 2.167199
C2 -1.284870 -1.307911 1.318553
C3 -0.799463 -1.180666 -0.107665
I1 -0.699878 -3.211501 -0.936613
B1 0.631308 -0.472473 -0.281066
O1 1.439184 -0.201762 0.750514
B2 2.558491 0.511979 0.251613
O2 2.294888 1.589945 -0.551230
B3 1.366291 1.275863 -1.509320
C4 0.700536 2.295232 -2.457990
O3 0.994521 -0.108687 -1.530772
H1 -2.197135 0.105977 2.653920
H2 -0.511482 -0.169053 2.954600
H3 -1.064361 0.851120 1.570013
H4 -2.415747 -1.577978 1.245770
H5 -0.792427 -2.126758 1.853566
H6 -1.521734 -0.673844 -0.735919
H7 3.670885 0.163084 0.427537
H8 -0.320336 1.972737 -2.648479
H9 0.666534 3.289214 -2.031965
H10 1.194985 2.321233 -3.423968
Fe1 -2.671341 -3.312717 1.021699

Atomic forces in eV per Å
-0.7 -0.4 0.2
-0.4 -0.2 0.1
0.2 -0.4 0.3
-0.9 0.1 0.6
0.2 -0.6 -0.5
0.2 -0.1 0.4
0.9 0.5 0.4
-0.3 -0.6 0.1
0.5 0.6 -0.7
-0.3 -0.4 0.2
-1.1 0.4 -0.3
-0.2 0.1 0.1
0.4 0.3 0.0
0.2 0.1 -0.1
-0.2 0.7 0.1
0.4 0.0 0.1
-0.1 0.0 -0.2
-0.1 -0.1 0.4
-0.2 0.0 -0.2
0.2 0.2 0.0
0.2 0.1 -0.2
0.9 -0.4 -0.9

Record 4
ORCA calculation (ωB97M-V with the def2-TZVPD basis set) on a 2-piece molecular cluster, C4H10BN4O7S overall at a distorted geometry.

Summary:
HOMO   -0.49951 Eh
Charge   +1
2S+1   1
Energy   -36108.1342 eV
Orbital gap   10.567 eV

Geometry (Å):
N1 3.264189 1.619629 0.645299
C1 1.952598 1.682598 0.943829
N2 1.373241 0.982971 1.926139
C2 0.099729 1.351816 1.915035
N3 -0.141401 2.235963 0.959026
O1 -1.240097 2.905247 0.560902
B1 -2.462726 2.129168 0.734597
O2 -2.543855 0.937486 0.115898
O3 -3.428701 2.670448 1.533590
N4 1.033915 2.459258 0.339268
H1 3.618390 1.485379 -0.284585
H2 3.907919 1.667308 1.416415
H3 -0.637130 0.975905 2.607843
H4 -2.672679 0.254996 0.786934
H5 -3.093411 2.759452 2.435906
H6 1.170893 3.110487 -0.421544
C3 0.225956 -3.140544 -2.482199
C4 -0.443056 -3.685785 -1.240107
O4 -0.023530 -2.785666 -0.194885
S1 0.147838 -1.321998 -0.788062
O5 -1.018502 -0.551279 -0.516220
O6 1.427109 -0.823745 -0.417013
O7 0.148385 -1.709782 -2.326167
H7 1.278311 -3.422594 -2.530586
H8 -0.273017 -3.446165 -3.396771
H9 -0.139862 -4.701819 -1.007693
H10 -1.530504 -3.638739 -1.314841

Atomic forces in eV per Å
-0.1 0.6 0.0
-0.1 -0.8 0.4
-0.1 0.5 0.1
0.2 -0.1 0.4
0.1 -0.1 -0.4
0.1 0.1 0.5
-0.8 0.0 -0.1
-0.3 1.3 0.9
0.7 -0.6 0.1
0.6 -0.1 -0.5
-0.1 0.1 0.0
0.1 -0.4 -0.1
-0.2 0.1 -0.1
-0.6 -0.4 -0.6
-0.3 0.7 0.0
-0.4 0.1 0.0
0.4 -0.3 0.0
-0.4 -0.1 -0.2
0.3 0.1 -0.1
0.1 -0.6 -0.3
1.1 -0.8 -0.2
0.0 0.2 0.1
-0.2 0.0 0.1
0.0 0.0 0.0
-0.1 0.2 0.0
0.1 0.1 0.2
0.0 0.0 0.0

Record 5
ORCA calculation (ωB97M-V with the def2-TZVPD basis set) on C4H10Br2N as an isolated structure at a distorted geometry.

Summary:
HOMO (alpha / beta)   -0.45129 / -0.43208 Eh
Charge   +1
2S+1   1
Energy   -145873.2144 eV
Energy above the lowest of the compared OMol25 structures with the same formula, charge and spin   4.268 eV
Orbital gap (alpha / beta)   8.405 / 7.564 eV

Geometry (Å):
C1 -1.025959 1.089190 0.103262
C2 -0.160772 -0.973745 1.282697
C3 1.098312 0.031378 -0.602014
C4 0.401411 -1.603607 -3.808509
N1 0.171931 0.275491 0.533727
Br1 0.162053 -0.224239 -5.174087
Br2 -0.315648 -1.277597 -2.224092
H1 -1.809244 0.918396 0.839181
H2 -0.783923 2.130181 0.230593
H3 -1.306859 0.948126 -0.854506
H4 -0.841264 -1.498969 0.660624
H5 0.645796 -1.509896 1.585921
H6 -0.671847 -0.542020 2.071264
H7 1.891718 -0.555308 -0.430614
H8 1.391947 0.904949 -1.258108
H9 0.834364 -2.469388 -3.988884
H10 0.699035 0.883556 1.178441

Atomic forces in eV per Å
0.8 0.7 4.0
-1.9 2.3 -1.9
-2.0 3.2 -1.7
-2.3 5.2 -1.1
1.9 0.8 -1.1
0.4 -1.5 1.2
-0.5 -0.4 0.4
-0.2 -0.3 -0.3
0.4 0.4 -0.1
-0.8 -1.0 -3.0
-0.5 -0.9 -0.4
2.5 -1.4 0.6
-1.2 0.0 2.1
2.5 -2.4 1.1
-0.9 -0.8 1.1
2.1 -3.7 -1.0
-0.3 -0.2 0.0

Record 6
ORCA calculation (ωB97M-V with the def2-TZVPD basis set) on a 2-piece molecular cluster, C4H10Cl2N3 overall at a distorted geometry.

Summary:
HOMO   -0.45740 Eh
Charge   +1
2S+1   1
Energy   -33818.4600 eV
Energy above the lowest of the compared OMol25 structures with the same formula, charge and spin   0.563 eV
Orbital gap   8.980 eV

Geometry (Å):
C1 -1.819855 0.197734 0.284108
C2 3.696166 0.037223 0.016212
C3 -3.318810 0.055167 0.624520
C4 2.559617 0.502557 -0.476472
N1 -1.260016 1.390057 0.304438
N2 1.619923 -0.175411 -1.250496
N3 -1.210999 -0.870412 -0.068702
Cl1 -4.340026 0.880233 -0.605795
Cl2 1.850690 1.994677 0.138376
H1 4.345764 0.571675 0.855734
H2 -0.256151 -1.064636 -0.284356
H3 4.178904 -0.913849 -0.224282
H4 -3.593153 -1.071581 0.769638
H5 -3.552618 0.438011 1.687803
H6 -1.795881 2.154434 0.717591
H7 -0.322939 1.561231 -0.034087
H8 1.814640 -0.966721 -1.856414
H9 1.096156 0.458184 -1.871842
H10 -1.808429 -1.756945 -0.222021

Atomic forces in eV per Å
-1.5 1.7 0.3
2.2 1.0 2.1
-0.5 -1.2 1.9
0.4 -0.7 0.8
-1.1 -0.1 0.5
-1.9 0.5 -1.5
-1.7 -4.7 -0.8
0.6 -0.5 0.7
0.5 -0.1 -0.2
-1.9 -0.8 -2.1
1.1 1.0 -0.1
-0.7 0.2 -0.5
0.5 2.0 -0.9
0.5 0.0 -1.8
0.4 -0.3 -0.4
0.2 0.0 0.2
1.1 0.0 0.6
0.4 -0.1 0.5
1.2 2.1 0.6